Formula: C30H73F3N2O11Y
Source: the OMol25 dataset
Level of theory: wB97M-V/def2-TZVPD

Values from the calculation:
Calculated total energy in Eh: -2461.0032
F_max in Eh/bohr: 0.093
Frontier orbital gap in eV: 1.22
HOMO level in hartree: -0.356
E_LUMO in eV: -8.464
Multiplicity: 1
Energy relative to the best compared isomer or geometry (same formula, charge and spin) in kcal per mole: 473.2
Net charge: +1

Cartesian coordinates (Å):
Y 2.3257 -1.8718 8.0224
F 7.1185 2.6931 5.2066
F 6.3058 3.8180 3.6316
F 5.5549 4.0102 5.6721
O -5.2700 -6.4547 6.3262
O -7.0583 -2.6086 7.1366
O -3.9220 -7.9136 2.1665
O 5.4583 1.0027 3.8245
O 4.0806 1.4184 5.6877
O 1.2472 -6.7382 5.2792
O 3.6798 -5.6648 -5.1985
O -0.5087 -2.5472 4.8639
O -3.1716 -1.4751 8.7058
O -0.5042 4.1599 6.5319
O -1.3568 5.4930 -1.7348
N 3.1875 -4.6567 -5.9818
N -0.9302 5.0789 -3.0192
C -0.6449 -2.7791 2.3357
C 2.1079 -2.1950 -6.9645
C 4.8609 -2.8707 -5.1417
C 0.7346 -5.4710 -5.7508
C 1.6331 -3.7742 -4.2156
C 3.5299 -2.6608 -7.3316
C -1.2221 6.1446 -4.0673
C 1.1543 -3.2962 -6.6352
C 0.3027 4.2380 -2.9722
C -8.1164 -2.2482 6.1889
C 0.0452 2.8715 -2.2498
C -7.4473 -2.1245 4.8361
C -2.9872 4.3620 6.3738
C -2.7711 6.3813 -4.0694
C 5.3052 -4.3052 -7.1365
C 4.1739 -3.6426 -6.3093
C -0.8659 5.5445 -5.4856
C 5.9437 3.1783 4.7414
C 1.5253 4.9107 -2.3040
C -1.6634 3.3591 4.5255
C 0.5585 4.9331 -5.5537
C 6.3858 0.1821 1.8759
C -0.5077 7.5837 -4.0423
C -1.7146 3.5617 6.0216
C 5.2497 0.9800 2.4308
C -8.7838 -0.9790 6.6741
C 4.8437 2.0836 4.5888
C 0.6008 3.7673 -4.4807
C 1.7769 -4.3112 -5.6462
C -1.2932 -2.4592 3.7173
H 2.2638 -4.3766 -3.5618
H -4.4222 -7.7484 1.3673
H 4.0999 -2.5186 -4.4453
H -0.8431 6.2216 -6.3395
H -8.8275 -3.0724 6.1325
H -1.8712 2.6109 6.5310
H 5.6693 -3.3796 -4.6166
H 2.2978 4.1726 -2.0877
H -6.5413 -1.5226 4.9075
H -5.9700 -5.9425 6.7309
H 1.3435 5.6521 -5.3194
H -0.4190 7.8902 -3.0000
H 5.2842 -2.0024 -5.6467
H -0.0108 -3.6646 2.3803
H 6.2377 0.1685 0.7961
H 5.8077 -3.6885 -7.8817
H 5.3327 1.9681 1.9783
H 1.0075 -6.2365 -5.0245
H -9.5542 -0.6322 5.9854
H -9.2609 -1.1875 7.6317
H 2.2958 -1.5392 -6.1144
H 2.1251 -2.8077 -4.1067
H 0.7196 -5.9596 -6.7251
H 0.8169 -3.7706 -7.5568
H -3.8245 3.8225 5.9309
H -7.2508 -3.1571 4.5477
H -4.0368 -1.5682 8.3071
H 6.0251 -4.8045 -6.4881
H -2.5586 -1.6071 7.9825
H -0.1354 2.9911 -4.6894
H 1.5832 3.2953 -4.4675
H 4.0891 2.5840 3.9819
H 1.6674 -1.6094 -7.7715
H -1.8407 4.7379 -1.3925
H -0.2336 3.0107 -1.2053
H -2.0581 -3.2301 3.8105
H 1.0056 -7.5176 4.7788
H 0.8468 4.6287 -6.5599
H -8.0917 -0.1410 6.7568
H 0.5942 -3.7396 -3.8877
H 7.3487 0.6211 2.1370
H -4.3515 -7.3780 2.8335
H -1.0296 8.2503 -4.7287
H -7.3549 -2.4394 8.0339
H -3.4021 5.4948 -4.1335
H 0.5564 -6.1047 5.0851
H 0.5034 7.4430 -4.4244
H 3.3735 -3.2855 -8.2110
H -1.9224 -1.5693 3.6993
H -0.8267 2.4043 -2.7077
H 4.9239 -5.1760 -7.6697
H -3.1946 4.5721 7.4230
H -0.8069 2.6870 4.4734
H -1.4705 -3.0433 1.6749
H 4.2990 0.5998 2.0570
H -0.1171 -1.8666 2.0585
H -1.5815 4.7437 -5.6720
H -3.0924 7.0061 -4.9027
H 6.3610 -0.8452 2.2395
H 4.0777 -1.7354 -7.5097
H -2.5096 2.7281 4.2537
H -4.4650 -6.1044 6.7077
H 1.3690 5.4642 -1.3780
H 0.0658 3.3876 6.5485
H -2.9076 5.3729 5.9740
H -1.4764 4.2034 3.8619
H 0.8463 2.1357 -2.3199
H -8.1583 -1.6400 4.1669
H 1.9835 5.5330 -3.0726
H 3.6931 -5.3472 -4.2927
H -3.0061 6.8264 -3.1025
H -0.2859 -5.1193 -5.5989
H 0.2442 -2.8572 -6.2263